Record 1
Molecular formula: C7H14N5O8P2V
Method: DFT, ωB97M-V/def2-TZVPD

Structure (XYZ):
```
37
Properties=species:S:1:pos:R:3
V -0.911 1.549 0.588
O -2.296 4.599 -1.713
P -1.508 3.488 -0.878
O -1.362 2.172 -1.629
O -2.142 3.297 0.470
O -0.039 4.150 -0.766
P 1.339 3.225 -0.619
O 1.347 2.484 -2.047
O 2.522 4.080 -0.486
O 1.000 2.205 0.477
H -1.696 5.064 -2.309
H 0.443 2.204 -2.274
O -2.155 0.916 4.647
C -1.789 0.969 3.513
N -1.419 0.991 2.376
C 0.457 -0.644 -1.116
N -0.129 -0.486 0.246
C 0.943 -0.820 1.232
N 1.456 -2.178 1.034
C 1.986 -2.280 -0.332
N 0.963 -1.998 -1.348
C -0.139 -2.946 -1.159
N -0.726 -2.864 0.185
C -1.209 -1.499 0.393
C 0.341 -3.121 1.163
H 1.263 0.075 -1.222
H -0.318 -0.412 -1.845
H 0.519 -0.723 2.228
H 1.739 -0.092 1.113
H 2.370 -3.289 -0.489
H 2.804 -1.568 -0.449
H 0.233 -3.960 -1.319
H -0.916 -2.738 -1.898
H -1.626 -1.399 1.389
H -1.983 -1.275 -0.339
H 0.713 -4.136 1.016
H -0.076 -3.040 2.167
```

Output
total charge: -1
energy relative to the best compared isomer or geometry (same formula, charge and spin): 0.0 kcal/mol
2S+1: 4
Kohn-Sham gap (spin up / spin down): 6.89 / 9.32 eV
lowest unoccupied orbital energy (spin up / spin down): 2.69 / 2.68 eV
<S²>: 3.76

---

Record 2
Molecular formula: C42H80O22S6
Method: DFT, ωB97M-V/def2-TZVPD

Structure (XYZ):
```
150
Properties=species:S:1:pos:R:3
O -0.978 4.536 -6.089
S -0.428 3.253 -5.703
O -1.076 2.053 -6.219
C 1.275 3.161 -6.114
C 2.057 2.907 -4.829
C 1.037 2.292 -3.855
C -0.229 3.129 -3.960
H 1.512 4.041 -6.715
H 1.339 2.293 -6.767
H 2.834 2.155 -4.984
H 2.517 3.806 -4.406
H 1.362 2.196 -2.810
H 0.921 1.259 -4.172
H -0.193 4.136 -3.562
H -1.126 2.632 -3.593
O 2.988 3.148 1.907
S 3.067 2.799 3.298
O 3.059 3.938 4.223
C 1.848 1.628 3.665
C 2.606 0.318 3.948
C 3.938 0.414 3.236
C 4.482 1.803 3.513
H 1.222 1.455 2.783
H 1.242 2.001 4.481
H 2.803 0.196 5.025
H 2.003 -0.546 3.648
H 3.757 0.276 2.177
H 4.630 -0.378 3.517
H 5.188 2.256 2.805
H 4.835 1.896 4.539
O -1.673 2.336 1.524
S -1.073 3.659 1.689
O -0.849 4.022 3.065
C 0.369 3.825 0.637
C -0.132 4.604 -0.554
C -1.111 5.645 0.023
C -2.060 4.819 0.921
H 0.683 2.799 0.506
H 1.128 4.384 1.176
H 0.646 5.105 -1.127
H -0.651 3.875 -1.193
H -1.645 6.243 -0.717
H -0.493 6.348 0.599
H -2.876 4.352 0.381
H -2.487 5.517 1.615
O 7.541 1.636 -0.852
S 6.247 1.034 -0.466
O 6.281 0.245 0.749
C 4.988 2.244 -0.345
C 4.181 2.062 -1.607
C 4.214 0.599 -1.983
C 5.623 0.100 -1.798
H 5.568 3.148 -0.211
H 4.436 2.082 0.578
H 3.201 2.511 -1.442
H 4.729 2.667 -2.347
H 3.850 0.396 -3.000
H 3.539 0.115 -1.273
H 6.299 0.318 -2.631
H 5.661 -0.945 -1.472
O -3.204 -1.751 7.203
S -2.133 -1.565 6.271
O -1.338 -2.746 5.855
C -2.598 -0.680 4.854
C -1.621 0.476 4.710
C -1.278 0.886 6.134
C -0.973 -0.381 6.858
H -3.601 -0.293 5.073
H -2.717 -1.474 4.109
H -0.742 0.100 4.165
H -2.079 1.251 4.093
H -2.144 1.401 6.562
H -0.432 1.554 6.240
H -0.958 -0.420 7.937
H -0.048 -0.861 6.565
O -6.247 -0.728 2.831
S -5.169 -0.463 1.911
O -3.989 -1.310 1.968
C -5.768 -0.449 0.226
C -5.922 1.008 -0.126
C -4.802 1.777 0.564
C -4.695 1.249 1.994
H -6.639 -1.072 0.260
H -5.018 -0.856 -0.452
H -5.986 1.217 -1.196
H -6.838 1.386 0.323
H -4.897 2.863 0.494
H -3.837 1.515 0.071
H -5.429 1.767 2.604
H -3.715 1.347 2.436
O 1.282 -4.899 -0.001
C 0.090 -4.961 -0.214
C -0.656 -5.553 -1.371
C -2.030 -4.909 -1.298
C -2.189 -4.769 0.238
O -0.827 -4.592 0.731
H -0.199 -5.424 -2.347
H -0.629 -6.610 -1.090
H -1.998 -3.914 -1.750
H -2.843 -5.485 -1.751
H -2.779 -3.903 0.513
H -2.653 -5.661 0.643
O 1.003 -2.560 -2.845
C 2.074 -2.677 -3.253
C 3.314 -3.464 -2.680
C 4.216 -3.670 -3.841
C 3.865 -2.391 -4.639
O 2.453 -2.071 -4.425
H 3.628 -2.691 -1.974
H 2.867 -4.300 -2.154
H 5.272 -3.618 -3.598
H 4.059 -4.597 -4.397
H 4.488 -1.576 -4.221
H 4.061 -2.470 -5.698
O -6.263 -1.091 -6.187
C -5.318 -0.839 -5.549
C -5.317 0.101 -4.294
C -4.020 -0.197 -3.587
C -3.137 -0.867 -4.675
O -4.109 -1.343 -5.690
H -5.444 1.134 -4.634
H -6.216 -0.160 -3.738
H -3.416 0.637 -3.211
H -4.147 -0.860 -2.733
H -2.443 -0.168 -5.134
H -2.613 -1.720 -4.266
O 1.752 0.448 0.122
C 0.702 -0.094 0.285
C -0.397 -0.224 -0.795
C -1.350 -1.230 -0.262
C -1.125 -0.993 1.270
O 0.240 -0.572 1.440
H -0.769 0.818 -0.798
H 0.022 -0.457 -1.775
H -2.407 -1.074 -0.478
H -1.117 -2.242 -0.549
H -1.799 -0.197 1.567
H -1.268 -1.862 1.893
C 3.535 -2.530 1.486
O 2.645 -3.470 2.127
H 4.428 -2.298 2.070
H 3.905 -2.858 0.484
H 2.999 -1.591 1.358
H 2.194 -4.012 1.473
C -0.411 -4.868 3.710
O -1.025 -5.326 4.902
H -0.996 -4.055 3.257
H 0.594 -4.489 3.947
H -0.345 -5.701 3.011
H -1.248 -4.533 5.403
```

Output
total charge: 0
2S+1: 1
SMILES: O=S1(=O)CCCC1.O=S1(=O)CCCC1.O=S1(=O)CCCC1.O=S1(=O)CCCC1.O=S1(=O)CCCC1.O=S1(=O)CCCC1.O=C1CCCO1.O=C1CCCO1.O=C1CCCO1.O=C1CCCO1.CO.CO
Kohn-Sham gap: 8.68 eV
lowest unoccupied orbital energy: -0.32 eV

---

no.,DFT total energy (eV)
1,-75594.365
2,-154905.692